{
  "formula": "C39H51IN8O4PSTc",
  "method": "ωB97M-V with the def2-TZVPD basis set",
  "s_squared": 3.768,
  "charge": 1,
  "e_homo_ha": [-0.3516, -0.3896],
  "spin_multiplicity": 4,
  "total_energy_ev": -91800.959,
  "symbols": ["H", "C", "N", "C", "N", "H", "H", "O", "C", "H", "H", "H", "H", "C", "C", "N", "H", "N", "C", "C", "H", "C", "H", "N", "C", "H", "N", "H", "H", "C", "H", "H", "C", "I", "H", "H", "O", "H", "C", "H", "H", "C", "H", "H", "C", "C", "H", "H", "C", "H", "H", "C", "C", "C", "H", "C", "C", "Tc", "N", "H", "H", "C", "H", "O", "H", "C", "H", "C", "C", "H", "N", "H", "C", "H", "H", "H", "C", "H", "C", "H", "H", "H", "C", "H", "C", "H", "H", "C", "S", "P", "H", "H", "C", "C", "C", "H", "C", "H", "C", "O", "H", "C", "H", "H", "C", "C"],
  "positions_angstrom": [[0.5750, 3.4285, -5.9513], [-1.7944, 1.0255, 4.4154], [-2.2435, 1.1382, -2.3746], [-1.6444, -2.5576, -0.3843], [-0.7514, -0.0707, 2.0447], [5.5504, -1.2649, 0.7077], [-2.7316, -0.6070, 1.5811], [0.9238, -2.0771, 1.9938], [3.8411, -2.1112, -2.1516], [3.0854, 2.6927, -5.5408], [-2.8565, 3.6625, -1.8053], [0.6730, 2.8026, 0.2899], [-1.1507, 3.3859, 1.7485], [-4.7701, 1.4661, -2.3938], [1.8786, 1.5813, -2.8776], [0.3713, 1.6370, -3.0276], [-2.8942, 4.6678, 0.9394], [-0.1991, 0.4168, -0.7010], [2.3225, -3.5421, 8.1392], [0.6380, -4.0762, 4.7003], [4.0150, -2.5235, -3.1369], [-1.8311, 4.0927, -1.6836], [-3.6212, 0.2187, -1.0568], [-0.2999, -2.5691, -0.3835], [-3.5027, 1.2426, -1.5322], [3.1540, -4.2539, 8.3868], [1.9219, 0.3832, 1.4227], [-3.5027, -3.6192, -0.4054], [2.6586, -2.5144, 8.4583], [0.0092, 0.6598, 2.9508], [2.1962, 0.9173, -2.0780], [-5.3027, -0.5227, -3.1370], [-1.9426, 5.3696, -0.8482], [0.6188, -6.5942, -1.8880], [0.6177, 4.3693, -0.5361], [-2.8564, 5.9663, -1.1183], [4.0272, -0.1127, 2.3846], [3.5260, -2.5032, 3.7599], [1.6435, -3.5440, 3.8621], [-1.9371, 6.1420, 1.1385], [-2.5820, -0.9912, -2.6531], [0.9933, 2.9970, -5.0331], [-2.2185, 1.3610, 5.3509], [-0.2741, -4.4892, 4.2491], [-0.7866, 4.2220, 1.1349], [2.5050, 1.1212, -4.1910], [-0.0944, 4.7849, 1.7474], [1.2308, 3.9263, -4.4282], [2.9181, -2.8970, 5.8045], [-5.6770, 1.3093, -1.7352], [-3.3101, 0.8377, -5.0413], [2.0137, -3.5667, 6.6327], [-2.6150, 0.3999, 3.4806], [2.7863, -2.9221, 4.4076], [2.2273, 0.1095, -4.4789], [4.7685, -1.3947, -0.0464], [-0.1049, 2.1501, -4.3441], [0.5212, -0.7382, 0.4304], [-0.9534, 3.0636, -1.0373], [1.5053, 2.1113, 2.6286], [1.4323, -3.7929, -0.7091], [2.6098, -1.7455, -1.7484], [-1.0496, 2.6735, -4.1735], [0.3407, -4.5252, 1.8260], [2.0203, 1.5700, -6.2860], [-0.4303, 1.1592, 4.1464], [-1.3825, -0.2101, -3.7671], [3.4812, -0.9471, 0.2598], [-2.4406, -3.6716, -0.6174], [2.2388, 2.5974, -2.6291], [2.3800, -1.1510, -0.5350], [-5.6575, 0.8452, -4.2611], [0.3334, -3.7311, -0.7392], [-3.6824, -0.9192, -4.7193], [1.6889, -1.9093, -2.2963], [3.7903, -2.3982, 6.2317], [4.9565, -1.9348, -1.3033], [-2.3793, -5.7100, -1.2888], [-2.0845, -0.0858, 2.3104], [1.3922, -3.7815, 8.7455], [3.5649, 1.0949, -3.9455], [-4.8030, 2.5230, -2.7428], [-1.8104, -4.8371, -1.0507], [0.2557, 1.5658, 4.8597], [-0.0237, 3.6035, -0.0454], [-2.0759, -1.5967, -0.1197], [2.0503, 0.6697, 3.5009], [3.2000, -0.1981, 1.4740], [1.4139, -3.5911, 2.1235], [-0.7063, 1.5964, -1.7669], [5.9222, -2.2675, -1.6447], [-1.0871, 6.0218, -1.1188], [-0.3944, -4.8554, -1.1374], [2.1944, 2.1007, -5.3429], [-4.9087, 0.4562, -3.5504], [-0.3188, 1.2792, -5.0124], [-3.5437, 0.1030, -4.2689], [-3.6906, 0.3588, 3.6204], [0.8294, -4.0808, 6.0632], [2.7322, -3.7333, 1.5077], [-3.3873, 1.9938, -0.7399], [-2.3607, -0.0555, -3.2654], [0.0729, -4.5168, 6.7209], [-1.4490, 4.2915, -2.7210], [1.4280, 1.0210, 2.7009], [-1.9308, 5.1236, 0.6656]],
  "mulliken_charge": [0.4524, -0.6373, 0.6717, -0.0166, 1.2623, 0.5555, 0.2950, 0.1997, -1.1170, 0.3290, -0.0160, 0.0003, -0.2452, -0.7467, -0.0136, 0.8661, 0.3087, 0.7919, -1.2885, -0.4569, 0.5578, 0.0084, 0.0857, 1.2282, -0.7303, 0.2815, 0.7554, 0.5382, 0.3287, 0.6986, -0.4927, 0.2236, -0.8837, 0.0722, 0.4313, 0.4333, -0.7713, 0.4973, -0.3060, 0.3639, -0.0599, -1.0034, 0.4694, 0.4258, -0.1771, -0.8229, 0.5555, 0.2531, -0.8653, 0.3740, 0.3392, 0.9238, -0.9458, -0.4688, 0.2284, -0.6128, -0.5949, -1.2071, 0.9174, 0.4340, 0.5288, -1.0684, 0.5991, -0.6588, 0.3337, -0.9917, 0.3743, 0.4524, -1.3326, 0.3653, 2.0797, 0.3618, -0.4403, 0.3843, 0.9052, 0.3732, -0.7530, 0.4796, -0.5278, 0.3204, 0.5484, 0.2990, -0.2810, 0.5992, -0.5512, 0.2752, 0.6463, 0.1548, 1.4383, -1.9713, 0.4793, 0.3533, -0.9045, -0.8320, -0.7160, 0.2518, -0.8296, 0.4708, -0.7782, -0.7218, 0.5955, -0.2692, 0.3280, 0.0882, -1.3062, -0.8296]
}

{
  "formula": "C5H12NO",
  "method": "ωB97M-V with the def2-TZVPD basis set",
  "charge": 1,
  "e_homo_ha": -0.5283,
  "e_above_lowest_kj_mol": 144.2,
  "total_energy_ev": -8909.134,
  "symbols": ["H", "C", "H", "H", "H", "N", "H", "H", "C", "C", "H", "H", "C", "H", "C", "O", "H", "H", "H"],
  "positions_angstrom": [[2.5684, 0.1871, 0.2439], [0.6839, -0.5849, -0.1944], [-1.7450, -1.3572, 0.7396], [0.2031, -2.4449, 0.9666], [-1.0762, -0.6347, -1.3088], [-0.6749, -0.0812, -0.5481], [0.3399, -2.5487, -0.7588], [1.8693, -2.3433, 0.1393], [0.8045, -2.0984, 0.0827], [1.5467, 0.4095, -0.0636], [0.1475, 2.1603, -0.0342], [1.5252, 2.2949, -1.2744], [1.2496, 1.8870, -0.2508], [1.9232, 2.4464, 0.3439], [-1.7046, -0.2321, 0.5388], [-2.8825, 0.3900, 0.1939], [-0.4825, 0.8736, -0.7147], [-1.3809, 0.3319, 1.4000], [-2.9147, 1.3448, 0.4991]],
  "nbo_charge": [0.2490, 0.1319, 0.2122, 0.2402, 0.4412, -0.5560, 0.2233, 0.2657, -0.6472, -0.1580, 0.1845, 0.2657, -0.6733, 0.2688, 0.0940, -0.6848, 0.4435, 0.1958, 0.5035]
}

{
  "formula": "C5H15NO2",
  "method": "ωB97M-V with the def2-TZVPD basis set",
  "e_homo_ha": -0.3219,
  "e_above_lowest_kj_mol": 255.4,
  "total_energy_ev": -11011.299,
  "symbols": ["H", "H", "N", "C", "H", "C", "H", "H", "H", "H", "H", "H", "O", "C", "C", "H", "H", "O", "H", "H", "H", "C", "H"],
  "positions_angstrom": [[-1.0159, -2.6052, -0.3039], [1.6916, 1.0793, -1.3493], [-1.4900, 2.5665, 0.9094], [1.3851, 0.2145, 1.2243], [1.0548, -2.0133, -1.4147], [1.4713, -1.6319, -0.4842], [0.0140, 1.4839, -0.8219], [2.4317, 0.4573, 1.0488], [-1.5440, 0.6566, 0.3081], [-2.4327, -1.6273, 0.1135], [1.3110, -0.5084, 2.0330], [1.3961, -2.3990, 0.2835], [-0.6823, -0.6818, 0.4205], [0.7046, 0.6719, -1.1462], [0.7628, -0.3585, -0.0422], [-1.5390, -1.2812, -1.3812], [-1.6141, 3.4427, 0.4049], [-1.9969, 1.5574, 0.0229], [-2.1276, 2.5980, 1.7078], [0.2751, 0.2665, -2.0594], [2.5250, -1.4100, -0.6522], [-1.4406, -1.5990, -0.3380], [0.8602, 1.1207, 1.5167]],
  "nbo_charge": [0.1738, 0.2173, -0.5530, -0.6372, 0.2130, -0.6484, 0.2555, 0.2092, 0.4933, 0.2004, 0.2157, 0.2172, -0.5915, -0.6699, 0.3038, 0.1717, 0.3372, -0.6548, 0.3290, 0.2079, 0.2243, -0.2540, 0.2392]
}